1.
C2H3O3Rh | ωB97M-V/def2-TZVPD

Geometry (Å):
Rh: -0.1025 0.0449 0.1982
O: -1.0296 -0.2114 1.9311
O: 1.2949 -0.6099 -0.9142
O: -2.6148 1.2926 1.8658
C: -1.7332 0.8249 1.1823
C: 1.7543 -0.4266 -2.0281
H: 2.6588 -0.9699 -2.3445
H: 1.2792 0.2735 -2.7359
H: -1.5070 -0.2181 2.8452

Summary:
LUMO (alpha / beta) = -9.97 / -14.22 eV
F_max = 4.4 eV/A
DFT total energy = -413.29176 Ha
2S+1 = 5
<S²> = 6.01
HOMO-LUMO gap (alpha / beta) = 11.070 / 7.630 eV
Energy relative to the best compared isomer or geometry (same formula, charge and spin) = 182.4 kJ/mol
Charge = +2

Atom charges from the Löwdin analysis, given in e for atoms 1 to 4: 1.44, -0.08, -0.14, 0.34

2.
C25H45MgN6O | ωB97M-V/def2-TZVPD

Geometry (Å):
Mg: 4.2737 -35.8402 -7.1273
O: 3.2984 -34.4354 -7.7947
N: 4.3142 -28.5759 -6.8185
N: 5.9845 -33.6570 -14.9637
N: 3.0665 -36.1890 -5.3419
N: -0.5637 -28.3002 -6.3419
N: 3.1205 -37.3678 -8.1676
N: 2.4988 -27.9236 -12.1810
C: 2.8409 -33.1796 -8.1060
C: 4.6967 -29.3425 -7.5750
C: 3.9338 -38.7235 -11.7891
C: 1.4523 -28.3671 -12.0447
C: 0.1285 -28.9608 -11.8892
C: 2.8115 -38.1892 -8.8954
C: -0.2920 -36.4629 -6.0217
C: 3.7203 -33.9124 -12.3008
C: 5.5287 -34.0995 -14.0109
C: 1.0497 -30.0260 -5.2428
C: 0.6445 -31.0819 -10.6479
C: 0.4264 -31.3610 -4.7661
C: 2.5422 -38.6952 -11.2895
C: 4.0667 -32.4705 -11.8841
C: 0.2320 -30.4905 -11.9762
C: 6.2505 -28.6891 -10.1855
C: 5.1803 -30.3508 -8.5156
C: 2.3885 -39.2090 -9.8481
C: 0.6411 -36.9498 -4.9232
C: -0.5174 -34.9654 -6.1521
C: 1.9980 -36.5184 -5.1706
C: 6.4249 -29.9150 -9.2899
C: 0.1501 -29.0709 -5.8786
C: 4.9455 -34.6764 -12.7845
C: -0.6816 -31.0914 -3.7474
H: 4.9117 -31.9987 -12.3823
H: -1.2313 -31.9618 -3.4039
H: 4.6324 -38.1752 -11.1415
H: 1.9351 -30.2481 -5.8430
H: 7.1427 -29.6079 -8.5121
H: -0.5718 -28.5535 -12.6175
H: -0.0021 -31.8041 -5.6682
H: 5.3515 -31.3030 -8.0104
H: 6.9595 -30.7308 -9.7776
H: 1.5947 -30.6679 -10.3000
H: -1.2946 -36.8801 -5.8923
H: -0.2613 -30.4731 -2.9534
H: 4.7302 -35.6944 -13.1443
H: 4.2442 -32.5485 -10.8101
H: 2.9389 -40.1319 -9.6549
H: 2.0893 -37.7005 -11.3423
H: 0.4834 -38.0017 -4.6928
H: -0.2459 -28.6475 -10.9090
H: -1.3908 -34.8073 -6.7804
H: 5.8253 -27.8463 -9.6409
H: 3.3647 -34.4737 -11.4320
H: 0.9878 -30.6741 -12.7442
H: 5.7337 -34.7868 -12.0377
H: 5.6138 -28.8769 -11.0548
H: 7.2208 -28.3934 -10.5853
H: 2.9238 -32.4720 -7.2760
H: 0.0143 -36.9333 -6.9623
H: 0.4008 -36.4859 -3.9503
H: 1.3457 -39.4437 -9.6136
H: 0.7439 -32.1681 -10.7502
H: 4.3379 -39.7302 -11.8872
H: 4.0414 -38.2056 -12.7426
H: 1.7979 -33.2404 -8.4537
H: 3.3329 -32.6876 -8.9613
H: -0.6875 -30.9600 -12.3230
H: -0.8035 -34.5494 -5.1797
H: 3.2296 -31.7932 -12.0556
H: 4.3064 -30.5215 -9.1624
H: 2.9319 -33.9457 -13.0521
H: -1.4304 -30.4486 -4.2267
H: -0.0909 -30.9119 -9.8622
H: 1.8647 -39.2709 -11.9234
H: 1.5447 -29.4751 -4.4259
H: 0.3476 -34.3953 -6.4909
H: 1.2086 -31.9288 -4.2660

Summary:
LUMO = -4.74 eV
F_max = 2.6 eV/A
DFT total energy = -1583.19937 Ha
HOMO-LUMO gap = 7.565 eV
Energy relative to the best compared isomer or geometry (same formula, charge and spin) = 0.0 kJ/mol
Charge = +1

Atom charges from the Löwdin analysis, given in e for atoms 1 to 4: 0.96, -0.45, 0.16, 0.16

3.
C5H9N | ωB97M-V/def2-TZVPD

Geometry (Å):
N: -0.3096 -0.6043 -0.4772
C: -1.4319 -0.0154 -0.9839
C: 1.3329 0.8281 0.7991
C: 0.5055 -0.4249 0.6732
C: 0.1102 0.6271 1.6570
C: -0.0965 -1.1944 -1.6804
H: -0.6770 -2.0637 -1.9551
H: -1.3797 0.7832 -1.7153
H: 0.9154 -1.3624 1.0499
H: 0.8791 -1.0706 -2.1924
H: -0.7752 1.2093 1.4106
H: -2.3726 -0.0865 -0.4094
H: 1.2539 1.5416 -0.0214
H: 2.3162 0.7419 1.2553
H: 0.2335 0.3980 2.7121

Summary:
LUMO = 1.09 eV
F_max = 0.6 eV/A
DFT total energy = -250.51030 Ha
HOMO-LUMO gap = 9.544 eV
Energy relative to the best compared isomer or geometry (same formula, charge and spin) = 411.3 kJ/mol
Charge = 0

Atom charges from the Löwdin analysis, given in e for atoms 1 to 4: -0.26, -0.04, -0.10, -0.28